16
Properties=species:S:1:pos:R:3:forces:R:3 method="wB97M-V/def2-TZVPD" lumo_ev=1.25 relative_energy_ev=0.392 smiles=C1C[C@@H]2C[C@@H]2C1
C 0.661178 -0.920693 1.214308 0.00 -0.18 0.06
C 1.157388 -0.299795 -0.060932 0.14 -0.03 -0.03
C 0.264068 -0.452212 -1.276513 -0.04 0.00 -0.06
C -1.097003 0.189806 -0.898558 -0.03 -0.09 -0.07
C -0.885013 0.990116 0.407719 0.04 0.06 0.07
C 0.458176 0.546696 0.967387 -0.05 0.19 0.06
H -0.197670 -1.587575 1.168130 0.08 0.11 -0.03
H 1.413772 -1.211912 1.941446 -0.16 0.07 -0.06
H 2.231572 -0.227848 -0.206637 -0.16 0.00 0.02
H 0.709387 0.053234 -2.139177 -0.03 0.00 0.12
H 0.144470 -1.505790 -1.552314 0.01 0.12 -0.02
H -1.869182 -0.573375 -0.767529 0.13 0.04 0.03
H -1.446309 0.842450 -1.703701 -0.02 -0.09 0.11
H -1.704984 0.828069 1.116760 0.11 0.02 -0.08
H -0.854062 2.065549 0.202899 0.04 -0.12 0.01
H 1.010140 1.247299 1.588227 -0.05 -0.11 -0.12

***

14
Properties=species:S:1:pos:R:3:forces:R:3 method="wB97M-V/def2-TZVPD" lumo_ev=0.64 relative_energy_ev=4.582 smiles="C1=NN=CNCC1"
C -0.484776 1.544122 0.351314 5.86 4.96 1.65
C 0.673404 0.593862 0.988120 -0.13 2.98 -2.38
C 1.537458 -0.185082 0.043773 2.32 4.21 -0.29
C -1.133257 -0.603007 -0.612925 1.28 -2.08 3.71
H -1.044141 2.198246 1.145679 0.44 -1.89 -1.00
H 0.066587 2.500835 -0.202591 -1.15 -2.38 0.68
H 1.350759 1.089809 1.635326 -0.10 0.62 1.17
H -0.032661 -0.057306 1.318597 -0.93 -2.37 2.58
H 2.593736 0.367802 -0.335925 -2.60 -2.12 1.25
H -2.124156 -0.983715 -0.638149 -0.82 -0.81 -0.69
H -2.033183 1.138046 -0.612162 -5.01 1.53 -1.60
N 1.142030 -1.278826 -0.375034 -0.96 -1.17 -1.12
N -0.251625 -1.506984 -0.167714 -1.13 0.31 -2.86
N -1.223821 0.735369 -0.447603 2.92 -1.77 -1.10

***

120
Properties=species:S:1:pos:R:3:forces:R:3 method="wB97M-V/def2-TZVPD" lumo_ev=-3.47 total_charge=+1
C 0.527824 -2.391264 2.105685 0.62 1.34 -1.71
C 1.012764 -1.761283 1.189352 -0.63 -0.98 1.73
C 1.642325 -0.923184 0.169404 0.58 -0.45 0.23
C 0.923709 0.455259 0.202013 -2.18 -0.19 1.92
C -0.271616 0.417603 -0.747081 0.47 0.01 -1.14
C 0.011931 0.052520 -2.215428 0.09 -0.04 -0.57
C -1.004751 -0.927583 -2.795549 -0.67 0.38 -0.37
C -2.409930 -0.265786 -2.842603 0.09 -0.21 0.81
C -3.380139 -0.790706 -1.780819 0.36 -0.38 -0.22
C -3.974170 -2.177248 -2.108093 -0.33 0.64 1.08
C -3.907431 -3.137731 -0.914027 0.77 -0.27 -0.55
C -2.486769 -3.465917 -0.454950 -0.14 -0.34 0.32
O 0.360972 0.533424 1.527336 0.55 0.54 -0.71
C -0.072641 1.828264 1.918977 -0.34 0.12 1.02
C -1.045414 1.660063 3.089770 0.12 0.00 -0.42
C -0.446326 0.757976 4.180244 0.06 0.49 0.44
C -2.470749 1.284783 2.661219 0.01 -0.19 0.19
C -2.676472 -0.184018 2.271007 -0.70 0.64 -0.08
C -3.042886 2.220227 1.583617 -0.48 -0.40 0.65
N 1.806829 1.639901 0.099771 -0.17 -0.43 -2.37
C 1.516634 2.555524 -0.997482 -0.31 0.68 -0.85
C 3.030615 1.500316 0.450092 0.80 -0.71 1.20
N 3.986525 2.401618 0.071416 0.36 0.90 0.70
N 3.341993 0.385077 1.272350 1.10 0.60 -1.41
C 4.650612 0.524507 1.917911 0.65 1.38 0.71
C 4.528393 1.640790 2.987540 -0.14 -0.76 0.00
O 4.160573 1.354877 4.088722 -0.06 0.22 0.21
C 3.173684 -0.781958 0.377055 0.07 -1.58 0.23
P 3.875110 -0.494187 -1.369310 -0.56 1.49 -0.57
C 5.685336 -0.138084 -1.349945 0.27 -0.75 0.08
C 3.606788 -1.953459 -2.448120 0.08 0.09 -0.16
P 3.807898 -2.410955 0.987209 -0.10 -1.61 0.19
N 3.209891 -3.600167 0.214393 -0.20 0.31 -0.08
O 3.639845 -2.487031 2.577088 0.47 0.96 -0.39
O 5.395922 -2.445461 0.755600 -0.03 1.22 0.32
H -0.001827 -2.783420 2.926386 -0.14 -0.48 0.35
H 1.521496 -1.480217 -0.754318 -0.31 0.38 -0.36
H -0.925954 -0.342733 -0.336708 0.10 -0.18 0.32
H -0.841461 1.340492 -0.742134 -0.05 0.14 0.30
H -0.048823 0.946557 -2.835120 0.04 0.19 0.03
H 1.019074 -0.333752 -2.389765 0.14 -0.04 0.27
H -1.007881 -1.869047 -2.244803 -0.06 -0.05 0.10
H -0.749182 -1.165071 -3.825288 0.41 -0.09 -0.06
H -2.258809 0.797121 -2.657260 -0.13 0.22 -0.23
H -2.890140 -0.359806 -3.811102 0.07 -0.01 -0.16
H -2.852023 -0.886383 -0.831803 0.00 0.22 0.12
H -4.174132 -0.064686 -1.653556 -0.12 0.06 0.09
H -5.037081 -2.013277 -2.272361 -0.09 -0.17 -0.62
H -3.508640 -2.606986 -2.991504 -0.02 -0.13 -0.11
H -4.360419 -4.075577 -1.233267 -0.25 -0.10 0.20
H -4.469206 -2.759271 -0.062004 -0.18 0.18 -0.04
H -2.535701 -4.048561 0.464215 0.06 -0.04 0.14
H -1.952864 -4.092849 -1.166591 0.04 0.08 -0.25
H -1.872412 -2.594081 -0.236048 -0.01 0.12 -0.01
H -0.525448 2.408826 1.114892 -0.14 -0.19 -0.21
H 0.743817 2.441882 2.319098 0.40 -0.22 -0.20
H -1.112935 2.658410 3.524703 -0.12 0.19 -0.09
H -0.379553 1.328836 5.103702 -0.05 -0.01 0.18
H 0.571614 0.448436 3.965271 0.05 -0.20 -0.21
H -1.045676 -0.115593 4.411896 -0.03 -0.14 -0.16
H -3.098856 1.454568 3.536888 0.14 -0.02 0.29
H -2.442349 -0.316301 1.219983 0.36 -0.37 -0.02
H -3.743231 -0.389708 2.361561 -0.11 -0.13 -0.07
H -2.177357 -0.891128 2.921377 0.30 -0.10 -0.14
H -4.109444 2.294729 1.787333 -0.18 0.08 -0.23
H -2.651936 3.230424 1.680296 0.17 0.08 -0.26
H -2.958281 1.807455 0.580256 0.33 0.22 -0.17
H 1.722305 2.039988 -1.935433 -0.07 -0.15 -0.03
H 2.125302 3.445927 -1.010339 0.32 -0.02 0.49
H 0.493688 2.903772 -1.019114 -0.30 -0.29 0.20
H 4.575421 2.256876 -0.727638 -0.09 -0.28 -0.08
H 4.114576 3.253165 0.588572 -0.06 0.13 -0.07
H 4.959516 -0.347636 2.480641 -0.37 -0.36 -0.13
H 5.473473 0.807879 1.260715 -0.15 -0.20 -0.31
H 4.775151 2.688326 2.725531 0.05 -0.11 -0.08
H 6.142703 -0.771256 -2.109831 0.03 -0.10 -0.08
H 5.925302 0.876859 -1.649825 -0.23 0.22 0.02
H 6.203491 -0.361833 -0.422326 -0.06 -0.05 0.12
H 4.490545 -2.565232 -2.610776 0.06 -0.16 0.29
H 3.320811 -1.556645 -3.420107 0.06 0.20 -0.09
H 2.781046 -2.575645 -2.126193 0.04 -0.19 0.32
H 2.740068 -4.229495 0.855127 -0.28 -0.15 -0.36
H 3.133356 -1.728116 2.902023 -0.19 -0.14 0.28
H 5.536586 -2.851228 -0.109626 0.14 -0.35 0.07
C -1.277135 4.565847 -3.545720 -0.19 -0.10 -0.15
O -1.083648 3.579263 -2.853641 0.27 0.00 0.24
N -0.749610 5.780018 -3.325283 -0.02 0.09 -0.09
C -1.028666 6.911652 -4.193507 0.15 -0.02 0.22
C 0.125807 5.967932 -2.183963 -0.13 -0.23 -0.01
H -1.925973 4.531361 -4.434346 0.00 -0.01 0.00
H -0.097443 7.283198 -4.623982 -0.06 0.07 -0.06
H -1.500157 7.709253 -3.617514 -0.01 0.06 -0.09
H -1.696384 6.614956 -4.998594 0.00 -0.05 0.02
H 0.986523 5.301614 -2.268800 0.05 0.06 0.05
H -0.409543 5.725030 -1.264145 0.08 0.03 0.05
H 0.467476 6.998408 -2.143885 -0.02 0.01 -0.04
C 4.304767 -6.610017 4.104597 -0.02 -0.05 -0.14
O 4.361211 -7.819653 4.174871 0.01 -0.02 0.07
N 4.431710 -5.769100 5.150101 -0.02 0.20 0.00
C 4.352549 -4.331040 4.990323 0.08 -0.35 0.27
C 4.654375 -6.328986 6.473222 -0.02 -0.16 -0.20
H 4.139489 -6.085075 3.145973 0.01 0.05 0.02
H 5.288023 -3.874869 5.323609 -0.07 0.15 -0.02
H 3.526281 -3.942673 5.592114 0.05 0.15 -0.04
H 4.184119 -4.073727 3.949590 0.04 -0.13 0.10
H 5.571356 -6.918887 6.474108 -0.02 -0.03 0.09
H 3.825547 -6.985524 6.739713 0.05 -0.02 0.08
H 4.735134 -5.528930 7.204644 -0.01 0.05 -0.05
C -6.458242 0.393243 -3.626044 0.05 -0.15 -0.06
O -5.268030 0.651898 -3.642140 -0.10 0.14 -0.06
N -7.439358 1.299839 -3.486930 -0.18 -0.04 0.02
C -8.841551 0.925184 -3.475474 0.14 0.25 0.02
C -7.079954 2.700602 -3.343842 0.18 -0.15 -0.03
H -6.833419 -0.639310 -3.727326 -0.02 0.01 0.00
H -9.362320 1.423014 -4.295256 -0.10 -0.06 0.03
H -9.295326 1.225219 -2.529199 -0.10 -0.05 -0.04
H -8.946797 -0.151034 -3.592187 0.05 -0.01 0.00
H -6.517102 3.027007 -4.218999 0.01 0.08 0.04
H -6.449906 2.830809 -2.463009 0.01 0.09 -0.02
H -7.977719 3.304425 -3.241949 -0.04 -0.06 -0.01

***

27
Properties=species:S:1:pos:R:3:forces:R:3 method="wB97M-V/def2-TZVPD" lumo_ev=-0.74
O 0.134536 -0.851660 -3.202981 -0.19 0.06 0.14
S 0.297807 -0.463283 -1.848209 0.28 0.04 -0.03
O 1.562907 -0.065618 -1.340704 -0.32 -0.12 0.10
F -0.139688 -1.692608 -0.990414 0.10 -0.19 0.08
N -0.932394 0.549328 -1.395378 0.44 0.34 -0.27
Br -0.376373 1.874681 -0.198818 -0.13 0.02 0.05
C -1.779506 1.051110 -2.507842 -0.30 -0.02 -0.34
C -2.852455 0.032322 -2.857960 0.35 -0.30 0.22
C -3.801710 -0.399904 -1.742596 -0.21 0.01 -0.32
I -4.332669 1.106621 -0.317883 -0.02 -0.05 -0.04
H -2.213412 1.995187 -2.196402 -0.06 -0.03 0.27
H -1.187868 1.261872 -3.396855 0.17 -0.03 0.01
H -3.398575 0.366708 -3.736709 -0.09 0.29 0.04
H -2.321224 -0.867723 -3.174221 -0.12 -0.09 -0.13
H -3.425582 -1.248562 -1.185238 0.17 0.12 0.23
H -4.745878 -0.701923 -2.183214 -0.08 -0.03 0.05
C 2.762661 -1.205598 2.440359 -0.24 -0.20 0.07
C 1.919716 0.009077 2.115774 0.18 0.09 -0.33
O 1.899693 0.756560 3.340553 0.02 -0.20 0.16
S 3.291606 0.572695 4.110770 -0.13 -0.14 -0.26
O 4.141051 1.669648 3.821829 0.12 0.03 0.09
O 3.012789 0.184314 5.444000 -0.01 0.09 0.11
O 3.808631 -0.693387 3.277406 0.00 0.20 -0.07
H 2.197664 -1.950912 3.003782 -0.01 0.02 -0.01
H 3.195643 -1.663437 1.555461 0.16 0.06 0.04
H 0.903249 -0.244659 1.829671 -0.06 0.07 0.15
H 2.379379 0.619150 1.335818 -0.03 -0.04 -0.02

***

| no. | highest occupied orbital energy (Eh) | total energy (Ha) |
| --- | --- | --- |
| 1 | -0.3617 | -234.58812 |
| 2 | -0.3048 | -320.71492 |
| 3 | -0.3859 | -2929.86506 |
| 4 | -0.3623 | -4470.59616 |